# C21H46NO9

A cluster of 4 separate species, C21H46NO9 in total at a distorted geometry (ωB97M-V/def2-TZVPD, the OMol25 dataset).

## Properties
**E_tot**: -1559.3138 Ha
**Molecular weight**: 456.60 Da
**Total charge**: -1
**HOMO energy**: -1.15 eV
**LUMO energy**: 2.07 eV

Last column: Löwdin charge in e.
Cartesian coordinates (Å):
H1 -2.36 0.18 3.83  0.11
H2 -1.58 1.03 -1.74  0.13
H3 1.23 2.75 -3.54  0.09
C1 2.74 -0.56 -0.73  -0.18
O1 3.31 1.87 -0.78  -0.11
H4 -3.03 0.10 -1.49  0.11
C2 2.29 0.89 -0.79  -0.18
O2 3.42 -0.96 -1.91  -0.20
C3 4.82 4.34 3.35  -0.20
H5 1.85 -1.20 -0.64  0.12
C4 -1.84 -2.88 1.22  -0.10
H6 -2.17 -3.19 -4.48  0.08
H7 -5.57 -0.66 -4.37  0.12
C5 -3.03 -1.03 2.17  -0.20
H8 -5.38 0.78 -3.36  0.12
O3 -2.64 0.76 -3.42  -0.12
H9 -4.09 -0.03 3.69  0.13
O4 -2.02 -2.14 -2.75  -0.19
C6 -3.57 0.02 -4.20  -0.18
H10 -3.13 -0.14 1.52  0.12
H11 -0.11 1.20 4.20  0.09
H12 -3.86 -1.70 1.94  0.12
H13 -1.86 -2.99 3.89  0.11
H14 -3.71 0.62 -5.11  0.13
C7 5.84 4.15 4.41  -0.55
H15 4.95 2.68 -1.60  0.13
O5 -0.23 -0.82 4.44  -0.20
C8 -0.79 -1.76 5.33  -0.20
H16 -0.05 -2.57 5.47  0.13
C9 -3.13 -0.55 3.60  -0.18
C10 -1.33 -1.01 -2.23  -0.19
H17 -5.08 -0.93 -0.45  0.07
H18 0.71 1.09 -3.84  0.07
H19 -5.62 0.53 -1.30  0.09
C11 -2.06 -2.41 4.79  -0.18
C12 -5.61 -0.56 -1.34  -0.11
H20 4.80 0.98 -1.91  0.10
C13 4.04 4.36 2.44  0.02
C14 4.66 -1.60 -1.71  -0.12
H21 4.38 3.12 5.29  -0.13
C15 -2.19 0.23 -2.18  -0.17
H22 4.53 -2.69 -1.70  0.08
H23 -1.72 -2.74 0.14  0.07
H24 6.62 3.49 4.00  0.06
O6 -1.79 -1.63 1.88  -0.19
C16 -4.94 -0.19 -3.61  -0.20
H25 -0.77 -3.61 -3.48  0.09
O7 2.73 1.31 -3.70  -0.20
H26 -2.77 -3.43 1.41  0.09
C17 1.48 1.83 -4.08  -0.11
H27 -0.78 -2.10 -4.43  0.09
H28 -0.42 -0.81 -2.80  0.11
C18 -1.39 -2.79 -3.84  -0.11
H29 -1.03 -1.26 -1.21  0.11
N1 5.23 3.58 5.61  -0.23
H30 4.50 2.29 -3.94  0.12
H31 5.14 -1.29 -0.78  0.09
H32 -2.38 -3.13 5.55  0.13
H33 -6.64 -0.94 -1.31  0.09
H34 5.32 -1.34 -2.54  0.08
H35 1.46 2.02 -5.16  0.09
H36 3.23 3.26 -3.19  0.12
C19 4.23 1.90 -1.86  -0.18
H37 3.36 4.11 1.66  -0.03
H38 3.36 -0.71 0.15  0.13
H39 1.71 1.08 0.12  0.13
H40 -0.67 0.70 5.80  0.09
H41 -3.13 -0.92 -4.53  0.11
O8 -3.18 -1.56 4.60  -0.12
H42 1.05 0.53 5.36  0.09
O9 -4.94 -1.05 -2.48  -0.19
C20 3.67 2.26 -3.23  -0.19
C21 0.03 0.46 4.99  -0.10
H43 1.60 1.06 -1.62  0.10
H44 6.30 5.13 4.62  0.06
H45 -0.99 -1.32 6.31  0.12
H46 -1.01 -3.49 1.57  0.09